[1]
This record from OMol25 describes a molecular structure, C47H54N3O5SV at a distorted geometry. The level of theory is ωB97M-V/def2-TZVPD.

Properties
* strongest force on any atom: 0.09091 Eh/bohr
* 2S+1: 2
* lowest unoccupied orbital energy (alpha / beta): -4.31 / -4.42 eV
* net charge: +1
* DFT total energy: -3705.84630 hartree
* HOMO level (alpha / beta): -0.40200 / -0.40238 Ha

Each line ends with the Löwdin charge.
Atoms and positions in Å:
V: 0.558 0.160 0.280  0.993
C: 1.209 1.464 2.789  -0.071
O: 0.875 0.797 1.665  -0.315
C: -0.171 -1.676 1.100  -0.123
C: -1.562 -2.174 0.744  -0.253
O: -1.963 -1.640 -0.513  -0.270
C: -3.094 -2.291 -1.052  -0.076
H: 0.308 1.907 3.244  0.103
H: 1.917 2.270 2.537  0.115
H: 1.684 0.779 3.510  0.118
H: -0.029 -1.689 2.181  0.072
H: 0.569 -2.354 0.681  0.044
H: -2.304 -1.894 1.504  0.097
H: -1.545 -3.276 0.673  0.134
H: -2.863 -3.332 -1.312  0.090
H: -3.377 -1.751 -1.954  0.088
H: -3.931 -2.287 -0.346  0.094
C: 1.745 -3.751 -1.406  -0.043
C: 0.626 -2.956 -2.085  -0.363
C: -0.307 -3.890 -2.867  -0.041
C: 1.179 -1.892 -3.003  -0.139
C: 1.982 -2.278 -4.064  -0.020
C: 2.412 -1.362 -5.000  -0.036
C: 2.008 -0.047 -4.894  -0.034
C: 1.204 0.397 -3.853  -0.152
C: 0.866 1.874 -3.831  -0.346
C: 0.167 2.293 -5.130  -0.037
C: 2.122 2.731 -3.650  -0.041
C: 0.818 -0.541 -2.866  -0.176
N: 0.093 -0.092 -1.737  0.101
C: -1.067 0.431 -1.978  -0.138
C: -1.693 1.272 -0.955  -0.141
N: -1.140 1.343 0.214  0.106
C: -1.540 2.423 1.056  -0.146
C: -1.051 3.704 0.713  -0.130
C: -1.378 4.793 1.512  -0.027
C: -2.188 4.658 2.619  -0.044
C: -2.710 3.417 2.914  -0.026
C: -2.416 2.291 2.150  -0.142
C: -3.123 1.024 2.583  -0.346
C: -3.837 0.316 1.434  -0.043
C: -2.158 0.128 3.357  -0.039
C: -0.196 3.990 -0.502  -0.354
C: -0.881 5.037 -1.391  -0.036
C: 1.192 4.483 -0.081  -0.040
C: -2.866 1.901 -1.544  -0.057
C: -3.820 2.804 -1.128  0.019
C: -4.857 3.146 -2.015  -0.030
C: -4.974 2.598 -3.270  0.020
C: -4.030 1.649 -3.721  -0.134
C: -4.021 0.980 -4.965  0.019
C: -3.026 0.079 -5.258  -0.035
C: -1.969 -0.201 -4.371  0.014
C: -1.937 0.446 -3.155  -0.079
C: -2.987 1.343 -2.843  -0.049
H: 1.336 -4.438 -0.665  0.087
H: 2.442 -3.077 -0.909  0.069
H: 2.307 -4.337 -2.131  0.080
H: 0.033 -2.449 -1.323  0.085
H: 0.234 -4.433 -3.637  0.081
H: -1.102 -3.321 -3.347  0.074
H: -0.761 -4.620 -2.200  0.081
H: 2.266 -3.315 -4.162  0.117
H: 3.052 -1.669 -5.813  0.113
H: 2.337 0.663 -5.636  0.116
H: 0.189 2.094 -2.997  0.108
H: 0.877 2.292 -5.952  0.083
H: -0.234 3.298 -5.029  0.085
H: -0.650 1.623 -5.385  0.061
H: 2.868 2.482 -4.399  0.087
H: 2.558 2.570 -2.670  0.043
H: 1.864 3.784 -3.750  0.083
H: -1.000 5.769 1.252  0.116
H: -2.441 5.516 3.221  0.113
H: -3.381 3.316 3.753  0.119
H: -3.905 1.324 3.289  0.132
H: -3.146 0.000 0.662  0.046
H: -4.567 0.988 0.986  0.084
H: -4.368 -0.550 1.821  0.092
H: -1.291 -0.112 2.744  0.042
H: -2.657 -0.790 3.663  0.091
H: -1.820 0.644 4.255  0.090
H: -0.049 3.078 -1.089  0.104
H: -0.825 6.024 -0.941  0.082
H: -1.931 4.801 -1.550  0.071
H: -0.390 5.089 -2.358  0.078
H: 1.122 5.305 0.629  0.083
H: 1.738 4.825 -0.958  0.087
H: 1.758 3.667 0.364  0.052
H: -3.787 3.259 -0.151  0.120
H: -5.590 3.867 -1.690  0.116
H: -5.779 2.889 -3.927  0.125
H: -4.800 1.190 -5.681  0.124
H: -3.034 -0.422 -6.215  0.118
H: -1.205 -0.904 -4.661  0.125
O: 2.561 -1.454 2.053  0.088
C: 3.060 -0.955 1.059  -0.508
N: 2.354 -0.583 -0.031  -0.150
S: 3.212 0.510 -0.909  0.707
O: 2.542 1.767 -0.646  -0.306
O: 3.404 0.144 -2.275  -0.224
C: 4.765 0.303 -0.057  -0.188
C: 6.038 0.749 -0.335  -0.020
C: 7.080 0.254 0.442  -0.045
C: 6.836 -0.670 1.448  -0.043
C: 5.549 -1.113 1.717  0.019
C: 4.512 -0.623 0.940  -0.124
H: 6.218 1.453 -1.131  0.124
H: 8.088 0.589 0.252  0.115
H: 7.663 -1.059 2.021  0.114
H: 5.350 -1.838 2.490  0.127

---

[2]
This record from OMol25 describes 4 unconnected molecules or ions with the total composition C12H32O4 at a distorted geometry. The level of theory is ωB97M-V/def2-TZVPD.

Properties
* strongest force on any atom: 0.02061 Eh/bohr
* lowest unoccupied orbital energy: 0.75 eV
* structure (SMILES): CC(C)O.CC(C)O.CC(C)O.CC(C)O
* DFT total energy: -777.35473 hartree
* HOMO level: -0.35834 Ha
* ΔE to the lowest compared entry with this formula, charge and spin: 0.0 kJ/mol

Each line ends with the Löwdin charge.
Atoms and positions in Å:
C: 1.768 -0.338 -3.339  -0.060
C: 0.419 -1.015 -3.204  -0.508
C: 0.239 -2.091 -4.251  -0.065
O: 0.291 -1.642 -1.924  -0.064
H: 1.884 0.464 -2.613  0.069
H: 1.897 0.050 -4.355  0.078
H: 2.552 -1.095 -3.251  0.089
H: -0.384 -0.274 -3.324  0.132
H: 0.724 -3.009 -3.903  0.086
H: 0.692 -1.787 -5.193  0.074
H: -0.802 -2.375 -4.411  0.075
H: 0.412 -0.971 -1.236  0.050
C: -2.506 -2.850 3.071  -0.054
C: -2.126 -3.533 1.768  -0.466
C: -3.246 -4.428 1.269  -0.057
O: -1.838 -2.512 0.801  -0.070
H: -3.000 -3.589 3.708  0.081
H: -3.218 -2.052 2.869  0.086
H: -1.631 -2.491 3.609  0.070
H: -1.202 -4.096 1.923  0.139
H: -3.313 -5.384 1.792  0.084
H: -3.125 -4.673 0.209  0.082
H: -4.217 -3.945 1.408  0.087
H: -2.234 -2.754 -0.041  0.094
C: -1.175 0.999 0.843  -0.048
C: 0.150 0.468 1.382  -0.472
C: 0.172 0.389 2.899  -0.047
O: 0.419 -0.824 0.824  -0.074
H: -1.342 2.044 1.118  0.071
H: -2.000 0.393 1.223  0.075
H: -1.194 0.978 -0.249  0.077
H: 0.974 1.093 1.032  0.117
H: -0.634 -0.266 3.240  0.066
H: -0.001 1.365 3.361  0.079
H: 1.141 0.024 3.233  0.082
H: -0.344 -1.416 0.915  0.046
C: 0.969 4.611 0.027  -0.066
C: 2.241 3.810 0.086  -0.503
C: 3.222 4.253 -0.987  -0.055
O: 2.863 3.980 1.370  -0.052
H: 1.148 5.637 0.351  0.088
H: 0.211 4.185 0.700  0.071
H: 0.487 4.629 -0.952  0.085
H: 2.066 2.738 -0.048  0.113
H: 2.911 3.807 -1.934  0.078
H: 4.218 3.869 -0.771  0.081
H: 3.249 5.339 -1.051  0.081
H: 2.209 4.286 2.005  0.076

---

[3]
This record from OMol25 describes a gas-phase ion, C5H12N5OS (charge +1) at a distorted geometry. The level of theory is ωB97M-V/def2-TZVPD.

Properties
* strongest force on any atom: 0.12373 Eh/bohr
* 2S+1: 3
* lowest unoccupied orbital energy (alpha / beta): -3.70 / -6.38 eV
* net charge: +1
* DFT total energy: -944.51712 hartree
* HOMO level (alpha / beta): -0.30658 / -0.46992 Ha
* ΔE to the lowest compared entry with this formula, charge and spin: 0.0 kJ/mol

Each line ends with the Löwdin charge.
Atoms and positions in Å:
C: 2.865 -0.197 -0.163  -0.542
C: -0.152 -1.043 0.854  -0.353
C: -0.565 -0.470 -1.685  -0.278
C: 1.068 -0.074 1.256  -0.514
C: 1.038 1.087 0.249  -0.396
N: 2.336 -0.714 1.017  0.146
N: 2.053 0.875 -0.578  0.147
N: -2.068 -0.784 -2.208  0.168
N: 0.761 0.322 2.625  0.096
N: 0.239 2.163 0.327  0.150
O: 3.760 -0.477 -0.898  0.107
S: 0.193 -1.766 -0.774  1.003
H: -0.132 -1.768 1.772  0.132
H: -1.050 -0.621 0.857  0.018
H: -0.132 -0.436 -2.593  0.017
H: 2.361 -1.733 1.006  0.148
H: 2.174 1.504 -1.336  0.158
H: -2.292 0.105 -2.587  0.135
H: -2.028 -1.682 -2.737  0.179
H: 1.673 0.584 2.986  0.099
H: 0.270 -0.294 3.267  0.085
H: -0.070 2.676 -0.448  0.073
H: -0.018 2.414 1.272  0.101
H: -2.625 -0.880 -1.401  0.119